{
  "formula": "C4H8O2",
  "method": "ωB97M-V with the def2-TZVPD basis set",
  "symbols": ["C", "O", "C", "C", "C", "O", "H", "H", "H", "H", "H", "H", "H", "H"],
  "xyz": [[1.50, -0.13, -0.91], [0.18, -0.46, -1.28], [-0.77, -0.65, -0.26], [-0.46, -0.52, 1.21], [-1.22, 0.57, 0.49], [-0.57, 1.77, 0.24], [1.95, -0.88, -0.26], [1.57, 0.84, -0.38], [2.06, -0.06, -1.84], [-1.50, -1.39, -0.57], [0.55, -0.28, 1.51], [-0.99, -1.17, 1.89], [-2.27, 0.71, 0.71], [-0.03, 1.67, -0.55]],
  "mulliken_charge": [-0.828, -0.414, -0.048, -0.643, -0.011, -0.563, 0.302, 0.394, 0.213, 0.355, 0.247, 0.258, 0.353, 0.386],
  "e_tot_ev": -8370.6536,
  "e_homo_ha": -0.345,
  "gap_ev": 10.4,
  "smiles": "CO[C@H]1C[C@H]1O",
  "relative_energy_kj_mol": 253.6
}

---

{
  "formula": "C4H8O2",
  "method": "ωB97M-V with the def2-TZVPD basis set",
  "symbols": ["C", "C", "O", "C", "C", "O", "H", "H", "H", "H", "H", "H", "H", "H"],
  "xyz": [[0.10, -0.18, -1.84], [0.07, -0.38, -0.33], [1.39, -0.73, 0.06], [-0.35, 0.91, 0.36], [-0.39, -0.33, 2.36], [-0.34, 0.84, 1.81], [0.40, -1.12, -2.31], [-0.87, 0.12, -2.24], [0.85, 0.58, -2.09], [-0.63, -1.17, -0.06], [1.32, -1.47, 0.68], [-1.36, 1.21, 0.08], [0.35, 1.71, 0.11], [-0.37, -0.07, 3.45]],
  "mulliken_charge": [-1.385, 0.335, -0.569, -0.446, -0.357, -0.212, 0.324, 0.371, 0.352, 0.410, 0.367, 0.287, 0.328, 0.195],
  "e_tot_ev": -8369.4580,
  "e_homo_ha": -0.317,
  "gap_ev": 9.4,
  "relative_energy_kj_mol": 368.9
}